The following is a quantum chemistry calculation of a 3-piece molecular cluster, C17H24BClN5O6 overall in a non-equilibrium geometry, from OMol25.

Properties
- 2S+1 = 1
- lowest unoccupied orbital energy (hartree) = -0.1743
- energy above the lowest of the compared OMol25 structures with the same formula, charge and spin (eV) = 0.0000
- total charge = +1
- HOMO energy (eV) = -12.411

CARTESIAN COORDINATES (ANGSTROEM)
C  3.06378  2.58927  2.51255
C  3.02089  2.59976  0.99545
C  2.34937  1.36518  0.33497
Cl  3.54960  0.59694  -0.76210
N  1.92961  0.36062  1.32658
C  0.79853  -0.34055  0.96348
N  0.87605  -1.38252  0.05043
N  -0.36887  -0.07623  1.52933
B  -0.95450  1.32935  1.56275
O  -2.29024  1.30763  1.34361
O  -0.20055  2.42021  1.76274
C  -0.52718  3.58638  0.98249
H  3.56365  3.49488  2.84278
H  3.62689  1.75589  2.91820
H  2.07281  2.59847  2.94640
H  2.48673  3.49167  0.68086
H  4.03163  2.69130  0.62291
H  1.50197  1.67790  -0.26064
H  2.69116  -0.29329  1.47472
H  0.53429  -1.31660  -0.89146
H  1.22695  -2.26963  0.36999
H  -1.06997  -0.66802  1.08194
H  -2.72161  2.07773  1.72254
H  -0.88078  4.36711  1.64724
H  -1.27879  3.39118  0.23099
H  0.35490  3.96725  0.48385
C  1.49935  -4.93723  -0.38950
C  2.78235  -4.44417  -0.18044
C  3.82343  -5.31390  0.09992
C  3.55875  -6.66628  0.16411
C  2.29082  -7.17592  -0.03610
C  1.25411  -6.30109  -0.31542
N  4.66859  -7.59590  0.44492
O  5.76177  -7.11240  0.63631
O  4.41104  -8.77714  0.46646
H  0.68497  -4.25932  -0.61851
H  2.97887  -3.38071  -0.24427
H  4.82371  -4.94113  0.26104
H  2.11024  -8.23867  0.02148
H  0.25698  -6.68446  -0.47855
C  -6.74641  3.02081  -1.93845
C  -6.26244  4.26812  -2.30962
C  -4.89803  4.49426  -2.36852
C  -4.03802  3.45749  -2.05498
C  -4.50046  2.20934  -1.67790
C  -5.86657  1.99444  -1.61978
N  -2.59223  3.69204  -2.13491
O  -2.21064  4.79535  -2.43994
O  -1.84059  2.76032  -1.88288
H  -7.81305  2.84721  -1.89901
H  -6.94890  5.06513  -2.55660
H  -4.51578  5.46171  -2.65713
H  -3.81169  1.41520  -1.43448
H  -6.24645  1.02506  -1.32981